Record 1
38
Properties=species:S:1:pos:R:3:forces:R:3 method="wB97M-V/def2-TZVPD" e_lumo_ha=0.1116 homo_lumo_gap_ev=8.524 charge=-1 e_homo_ev=-5.5
C -2.4466 0.8040 -3.1145 0.04 0.07 0.07
C -0.9675 0.9068 -3.5075 -0.33 -0.10 -0.03
C -0.4184 -0.3894 -4.1392 0.18 0.18 0.26
C 0.4572 -1.1960 -3.1722 -0.35 0.01 -0.22
N -0.3888 -1.8465 -2.1657 0.35 -0.13 -0.17
S 0.3026 -2.2259 -0.6745 -0.09 0.15 -0.15
O 1.6388 -1.6716 -0.6963 -0.10 -0.06 0.05
O 0.1790 -3.6613 -0.5341 -0.01 0.26 0.01
N -0.6684 -1.3892 0.2702 0.19 -0.52 0.06
S -0.7720 -1.7585 1.8224 -0.07 0.38 -0.03
O 0.5182 -1.9404 2.4577 -0.09 -0.16 0.04
O -1.7973 -2.7325 2.1380 0.17 0.11 -0.17
C -1.4202 -0.1751 2.3659 -0.26 0.03 0.41
C -0.4092 0.8570 2.8820 -0.04 0.24 -0.13
C 0.8942 1.0040 2.0650 -0.06 0.16 -0.06
C 2.1637 0.9198 2.8936 -0.08 0.28 -0.07
F 2.1126 -0.0009 3.8725 -0.07 -0.19 0.07
F 3.2147 0.6032 2.1000 0.10 -0.02 -0.09
C 2.5460 2.2830 3.6024 -0.22 -0.21 -0.22
F 2.7164 2.1350 4.9042 0.11 -0.24 0.79
F 1.5979 3.2128 3.4490 -0.56 0.28 -0.11
F 3.6612 2.8055 3.1166 0.63 0.15 -0.40
H -2.6398 -0.1340 -2.5880 0.04 0.09 -0.03
H -3.0886 0.8572 -3.9999 0.03 -0.12 0.05
H -2.7418 1.6237 -2.4504 0.04 -0.06 -0.09
H -0.8549 1.7365 -4.2147 0.07 -0.02 0.13
H -0.3879 1.1557 -2.6138 0.06 -0.04 -0.09
H -1.2606 -1.0147 -4.4547 0.10 0.02 -0.18
H 0.1842 -0.1497 -5.0230 -0.10 -0.07 0.03
H 1.1443 -0.5229 -2.6627 0.05 -0.12 0.01
H 1.0508 -1.9278 -3.7373 0.03 0.06 0.12
H -0.7661 -2.7178 -2.5241 -0.09 0.11 0.12
H -2.1287 -0.4402 3.1577 0.12 0.13 -0.03
H -1.9979 0.2231 1.5325 0.07 -0.11 -0.03
H -0.1855 0.6772 3.9363 0.04 -0.19 -0.15
H -0.9278 1.8222 2.8499 0.05 -0.08 0.14
H 0.9741 0.2751 1.2574 0.04 -0.12 0.20
H 0.9121 1.9924 1.5993 0.02 -0.13 -0.13

---

Record 2
28
Properties=species:S:1:pos:R:3:forces:R:3 method="wB97M-V/def2-TZVPD" e_lumo_ha=-0.1551 homo_lumo_gap_ev=10.050 smiles="F/N=C/CC[C@H]1C=[NH+]CCCC1" charge=+1 e_homo_ev=-14.3
F 4.0897 1.3432 -0.5887 0.39 -0.26 -0.64
N 3.2900 0.3943 0.0125 -0.25 1.73 1.40
C 3.0459 -0.6370 -0.6221 -1.85 -1.87 1.09
C 2.0883 -1.6393 0.1048 2.03 0.02 -0.69
C 1.0586 -1.2459 1.1641 -0.42 -0.75 -2.04
C -0.1114 -0.3541 0.7541 -0.43 -1.12 0.13
C 0.3037 1.0445 0.6748 3.39 1.64 0.11
N -0.5312 1.9761 0.4060 1.77 0.70 -0.09
C -1.9222 1.7166 0.3643 -3.21 2.24 0.23
C -2.3812 1.0411 -0.9211 1.78 -2.57 2.63
C -2.2620 -0.4849 -0.6927 -0.40 2.20 3.54
C -0.7838 -0.7889 -0.6074 -1.28 -1.12 1.33
H 3.3538 -0.9964 -1.5704 0.81 0.34 -0.97
H 2.7623 -2.2720 0.7430 -0.29 0.06 -1.15
H 1.7133 -2.2227 -0.7730 -0.22 0.06 1.22
H 0.7492 -2.2575 1.4018 -0.89 0.09 0.51
H 1.4979 -0.8525 2.0294 0.94 0.61 1.22
H -0.8429 -0.4275 1.6212 0.36 0.05 -1.11
H 1.4601 1.3578 0.8062 -2.70 -0.87 -0.47
H -0.2019 2.9370 0.1355 -0.31 -1.31 0.77
H -2.3662 2.7689 0.4763 0.17 -1.63 -0.13
H -2.2887 1.0973 1.2400 0.77 0.91 -0.80
H -1.7540 1.2202 -1.7184 1.36 1.05 -1.83
H -3.3260 1.2407 -1.1828 -3.57 1.29 -0.70
H -2.7185 -0.6574 0.4302 0.55 -0.29 -3.06
H -2.7463 -0.9953 -1.4848 -0.54 -0.86 -0.39
H -0.8261 -1.8551 -0.6850 0.98 -0.93 0.36
H -0.3503 -0.4514 -1.5177 1.05 0.58 -0.47

---

Record 3
32
Properties=species:S:1:pos:R:3:forces:R:3 method="wB97M-V/def2-TZVPD" e_lumo_ha=0.0051 homo_lumo_gap_ev=4.224 e_homo_ev=-4.1
F 0.4753 2.3619 -0.0542 0.37 -0.53 0.66
S 1.2447 1.1392 0.7022 0.31 0.34 -1.54
C 2.0904 0.5242 -0.6572 0.03 3.21 -0.07
C 2.2498 -0.8171 -0.7273 -3.48 -2.28 0.59
O 2.1057 1.7853 1.6535 -0.71 -0.11 0.18
O 0.2149 0.2280 1.1107 0.33 0.40 0.45
H 2.2569 1.2398 -1.4683 -0.60 -0.27 0.28
H 3.9720 -1.2849 -0.4885 0.73 -0.67 0.05
H 1.6725 -1.5198 -0.1293 0.35 0.24 -0.03
C 2.8437 -2.9511 -3.0566 -0.19 -0.85 -0.57
C 3.1850 -2.8872 -1.5953 -0.18 0.96 0.13
N 3.3774 -1.4244 -1.3057 3.28 0.05 -0.65
C 4.1878 -0.6958 -2.3197 -2.21 -0.84 2.01
N 4.6055 -1.3186 -3.4011 0.99 -1.72 -2.71
C 4.1030 -2.6455 -3.8289 0.38 1.07 -0.02
C 5.5944 -0.6942 -4.2963 -0.52 -0.52 0.31
C 6.2472 0.4986 -3.6378 0.89 0.22 -0.43
C 5.2476 1.3935 -2.9573 -0.60 -0.65 0.60
N 4.5710 0.5345 -1.9846 1.22 1.59 0.61
H 2.4917 -3.9594 -3.2959 0.11 0.07 -0.04
H 2.0290 -2.2698 -3.3485 0.24 -0.02 0.47
H 2.3720 -3.2263 -0.9564 0.16 0.06 0.03
H 4.1382 -3.3761 -1.3590 -0.22 -0.13 -0.13
H 4.8779 -3.4086 -3.6275 -0.21 0.20 -0.03
H 3.9404 -2.6092 -4.9124 -0.02 -0.03 0.11
H 6.3504 -1.4495 -4.5558 -0.12 0.17 -0.06
H 5.0586 -0.4077 -5.2150 0.20 0.03 0.07
H 6.9849 0.1440 -2.9067 -0.16 0.15 -0.05
H 6.7872 1.0661 -4.3989 0.07 -0.10 0.00
H 5.7260 2.2036 -2.4066 -0.02 -0.03 -0.10
H 4.5347 1.8292 -3.6766 0.08 -0.05 0.01
H 4.1501 0.9501 -1.1498 -0.47 0.00 -0.10

---

Record 4
26
Properties=species:S:1:pos:R:3:forces:R:3 method="wB97M-V/def2-TZVPD" e_lumo_ha=-0.1142 homo_lumo_gap_ev=10.080 smiles="C/C=C1/[C@@]2(C)[C@@H](C)[N@@+]12CC" charge=+1 e_homo_ev=-13.2
C -1.8127 1.4539 -2.0903 0.96 -1.18 2.72
C -1.3098 1.9575 -0.6764 4.17 -6.30 0.62
C -0.2870 1.1870 0.0123 -4.49 2.32 -3.07
C 0.6797 0.7637 0.9554 0.14 -1.55 1.91
C 2.0111 1.3222 1.2639 -1.37 2.08 2.80
C 0.0782 -0.6111 1.3482 0.84 2.03 -0.06
C -1.2086 -0.5945 2.0641 -0.89 -2.23 0.14
N 0.1873 -0.2471 -0.0909 -0.46 -0.23 0.58
C 1.0374 -1.0749 -0.9417 -1.01 0.60 -3.75
C 0.5192 -2.5737 -0.9932 -0.79 3.70 -1.07
H -1.5909 2.2996 -2.6207 0.82 1.92 -2.20
H -2.8784 1.3880 -2.1733 -0.65 -0.42 0.38
H -1.2894 0.5450 -2.5039 -0.57 1.08 0.69
H -1.6315 2.8602 -0.2696 -0.23 1.49 0.52
H 2.3855 1.2679 2.3396 -0.93 -0.60 -1.31
H 1.8569 2.3982 1.1362 0.53 -0.04 -0.34
H 2.7418 0.9732 0.6511 2.25 -0.90 -1.93
H 0.7530 -1.4349 1.5500 0.41 0.34 0.20
H -1.6151 0.3785 1.8847 -1.15 0.15 -0.30
H -1.0916 -0.6507 3.1815 0.17 -0.32 -1.16
H -1.7883 -1.5187 1.6578 0.30 1.90 1.03
H 0.9581 -0.5126 -1.9992 0.35 -1.65 2.13
H 2.0615 -1.0042 -0.6456 0.70 0.05 0.46
H 0.5575 -2.9535 -0.0245 -0.29 -0.86 1.61
H -0.5024 -2.4951 -1.4164 0.57 -0.65 0.36
H 1.1785 -3.1239 -1.5992 0.64 -0.73 -0.96

---

Record 5
26
Properties=species:S:1:pos:R:3:forces:R:3 method="wB97M-V/def2-TZVPD" multiplicity=3 e_lumo_ha="-0.0985 / -0.1632" homo_lumo_gap_ev="8.994 / 10.110" s2=2.040 charge=+1 e_homo_ev="-11.7 / -14.6"
C -1.5988 0.5828 0.2437 -1.06 1.21 -0.43
C -2.9966 0.6540 0.5515 1.34 -2.59 0.70
C 0.4452 1.7966 -0.4868 -0.21 0.49 2.74
C -0.9344 1.7787 0.1516 1.71 1.76 -0.06
C 1.2064 0.6084 0.1311 1.12 3.54 -0.53
C -0.9144 -0.5548 -0.2116 -0.75 2.17 1.02
C 2.6606 0.6750 -0.2666 2.38 0.67 1.51
C -1.5285 -1.7044 -0.7322 0.09 -4.54 1.12
C 0.9503 -1.7460 0.7405 -0.62 -0.16 2.64
N 0.5212 -0.5884 -0.1595 -0.36 -2.70 1.72
H -3.3555 -0.2882 0.9907 -0.69 0.67 -0.44
H -3.4797 1.5873 0.7025 -0.32 0.46 0.07
H 0.2478 1.7020 -1.5122 0.49 0.10 -1.85
H 1.0597 2.6902 -0.1783 -0.95 -0.69 -0.83
H -1.3457 2.7275 0.4894 -0.20 -0.34 -0.09
H 1.0753 0.8465 1.1631 0.15 -0.55 1.05
H 3.1368 1.6720 0.0168 -1.17 -0.97 0.02
H 2.7783 0.7339 -1.3271 0.11 -0.69 -0.87
H 3.4182 -0.0085 0.2477 -1.39 0.28 -0.94
H -2.4090 -1.5209 -1.2517 -1.74 0.60 -0.71
H -1.8341 -2.4663 0.1636 0.64 1.28 -2.17
H -0.8795 -2.2294 -1.4814 -0.38 0.02 0.82
H 1.8493 -2.3426 0.4098 -1.09 0.99 0.02
H 1.1480 -1.2069 1.7214 -0.05 -1.19 -1.01
H 0.0131 -2.3775 0.8650 1.77 0.50 -0.08
H 0.7661 -1.0209 -0.9808 1.17 -0.30 -3.41

---

Record 6
29
Properties=species:S:1:pos:R:3:forces:R:3 method="wB97M-V/def2-TZVPD" e_lumo_ha=0.0057 homo_lumo_gap_ev=9.538 smiles="O=c1cc[nH]c(=O)[nH]1.CC(C)(C)C" e_homo_ev=-9.4
O 0.1759 -1.8678 -3.1384 -1.92 -0.20 0.04
C -0.9983 -1.8956 -2.7700 0.26 1.82 0.49
C -1.6863 -2.9426 -2.0918 -0.66 -1.03 0.74
C -2.9042 -2.7816 -1.4462 6.84 1.12 -4.62
N -3.4183 -1.5897 -1.5459 -1.05 1.40 -0.18
C -2.9382 -0.4131 -2.1091 -0.79 1.78 0.90
O -3.5472 0.6483 -1.8055 2.31 -2.68 -1.76
N -1.7890 -0.6778 -2.8555 -1.72 -2.78 2.26
H -1.0304 -3.7736 -2.0492 -0.16 -1.19 0.38
H -3.3235 -3.4658 -0.8701 -1.99 -2.94 2.37
H -4.1328 -1.5104 -0.9133 -2.39 1.44 1.37
H -1.3559 -0.0899 -3.4496 1.30 3.28 -1.96
C 2.7823 0.2021 1.9232 -0.87 2.37 -1.78
C 1.5508 1.1885 1.4232 3.00 -0.21 -1.37
C 1.5132 2.5094 2.2636 0.70 -1.76 0.60
C 0.2720 0.5196 1.7408 -3.03 -2.02 1.98
C 1.8691 1.5168 -0.0989 0.83 -0.31 0.49
H 3.7838 0.7458 1.5223 -2.11 -1.63 1.53
H 2.5771 0.1112 3.0214 1.09 -0.14 -0.89
H 2.5825 -0.7476 1.3594 0.59 0.67 0.77
H 0.6784 3.0881 1.9791 -1.36 0.46 -0.40
H 1.2491 2.0110 3.2689 0.99 1.82 -0.78
H 2.3370 3.2610 2.1360 -0.06 -1.32 0.75
H -0.6088 1.4094 1.9883 2.25 -3.01 -0.70
H 0.6148 -0.1134 2.8530 -1.98 1.71 -3.16
H -0.1776 -0.3121 0.9319 1.36 2.29 2.23
H 2.1010 0.6514 -0.9030 -0.65 1.79 2.24
H 1.0404 2.1453 -0.4287 0.15 -0.01 -0.51
H 2.7832 2.1729 0.0638 -0.94 -0.73 -1.03

---

Record 7
31
Properties=species:S:1:pos:R:3:forces:R:3 method="wB97M-V/def2-TZVPD" e_lumo_ha=0.0192 homo_lumo_gap_ev=9.272 smiles="C[C@@H](O)[C@H](NC(=O)[C@@H]1CCCN1)C(=O)O" e_homo_ev=-8.7
C 1.5058 2.6252 -0.5245 -1.39 -0.60 -0.13
C 2.2236 1.2859 -0.1652 1.11 0.27 -3.50
O 2.4139 1.1602 1.1462 -2.75 -1.08 3.02
C 1.6266 -0.1396 -0.9130 3.93 1.83 0.27
N 0.2912 -0.4496 -0.8348 -3.45 0.31 0.80
C -0.6764 -0.1946 0.1446 1.78 0.32 1.15
O -0.4923 0.4835 1.1902 0.35 -1.19 -2.87
C -2.0324 -0.9489 -0.0494 0.71 0.48 0.33
C -2.8817 -0.4250 -1.1939 2.69 1.18 -4.02
C -4.1540 0.2897 -0.7125 1.66 -3.77 3.39
C -3.6451 0.5718 0.7300 -0.37 0.22 2.05
N -2.8090 -0.6584 1.0505 -2.11 1.32 3.17
C 2.4738 -1.1752 -0.1639 -1.63 -2.63 3.35
O 2.0991 -2.0063 0.6967 -0.12 2.35 -2.43
O 3.7398 -1.0407 -0.3932 4.38 -0.07 1.81
H 0.4360 2.6702 -0.0306 2.15 -0.05 -0.98
H 1.4183 2.6657 -1.6189 -0.40 0.00 0.15
H 2.0906 3.5412 -0.2781 -0.28 -0.95 0.36
H 3.2845 1.2553 -0.5301 -1.07 0.42 -0.56
H 1.4538 1.0081 1.4386 1.51 0.21 0.60
H 2.0233 -0.0897 -2.0044 -0.88 -0.01 1.74
H 0.0530 -1.1970 -1.4521 -0.58 -0.32 -0.29
H -1.8544 -2.0052 0.0163 0.57 -0.78 -0.81
H -3.1329 -1.1164 -1.9994 0.07 -0.55 0.42
H -2.0309 0.2080 -1.7812 -2.53 -0.44 1.00
H -4.4990 1.0451 -1.2873 -0.55 2.84 -1.58
H -4.9572 -0.4536 -0.6966 0.10 -0.06 0.14
H -4.3819 0.6534 1.6557 1.19 0.21 -2.33
H -3.0545 1.5281 0.5864 -0.26 -0.86 0.83
H -2.2818 -0.7098 1.9858 -1.33 0.70 -2.07
H 4.3322 -1.3570 0.4532 -2.50 0.70 -3.02

---

Record 8
29
Properties=species:S:1:pos:R:3:forces:R:3 method="wB97M-V/def2-TZVPD" e_lumo_ha=0.0123 homo_lumo_gap_ev=10.203 smiles=CC(C)C(C#N)(C#N)O[Si](C)(C)C e_homo_ev=-9.9
C -1.4651 -2.1054 -0.4891 0.35 -2.19 1.11
C -1.9976 -0.6755 -0.6921 0.24 -1.57 1.70
C -3.4538 -0.5971 -0.2259 0.52 1.78 0.61
C -1.0763 0.2253 0.1581 1.91 0.19 -2.00
C -1.4896 1.6374 -0.1288 0.92 -0.04 0.60
N -1.7521 2.7355 -0.3552 -0.06 -0.63 0.03
C -1.2325 -0.1918 1.5429 0.65 -0.59 2.12
N -1.3253 -0.6943 2.5868 0.13 1.02 -1.55
O 0.3948 -0.0747 -0.3716 -6.22 0.26 1.24
Si 1.8204 0.5099 0.0763 2.02 3.12 -1.50
C 1.9809 2.3990 -0.4126 -1.21 -0.42 -0.79
C 2.7110 -0.5265 -1.2246 -1.53 -0.44 0.92
C 2.2986 0.3115 1.8430 0.62 1.48 0.52
H -1.5831 -2.6081 0.5829 0.07 1.84 -1.73
H -0.3402 -2.1526 -0.6713 -1.79 -0.27 -0.30
H -2.1045 -2.8466 -1.0382 1.02 0.75 -0.27
H -1.8834 -0.3145 -1.6634 0.38 0.20 -1.87
H -3.2121 -0.7643 0.8780 -1.98 0.00 -1.17
H -4.0654 -1.3821 -0.7368 0.46 0.74 0.78
H -3.8787 0.4918 -0.4294 0.63 -2.38 0.60
H 0.8821 2.8616 -0.3145 2.71 -0.54 -0.03
H 2.7721 2.8572 0.2578 -1.17 -0.08 -0.93
H 2.2814 2.4529 -1.5476 -0.49 0.09 2.24
H 3.7532 -0.3564 -1.1243 1.14 -0.44 -0.21
H 2.3389 -1.5265 -0.8899 0.98 0.26 -0.51
H 2.3419 -0.3719 -2.2571 0.23 0.21 0.70
H 2.3579 -0.7240 1.9605 0.32 -1.92 0.62
H 3.3134 0.7538 2.0577 -0.97 -0.43 -0.35
H 1.6131 0.6762 2.6285 0.12 0.03 -0.59

---

Calculated values (eV Å⁻¹) of strongest force on any atom for the records, taken in order: 0.84, 4.18, 4.20, 7.57, 4.68, 8.33, 5.34, 6.35.